Version a
Density functional theory data (the ωB97M-V functional and the def2-TZVPD basis) for a structure of composition C2H5Br2N2.

As for the total charge: +1. For the LUMO energy (alpha / beta), the calculation gives -6.3 / -4.9 eV. As for the frontier orbital gap (alpha / beta): 5.6352 / 8.6144 eV.

Structure (XYZ):
```
11
Properties=species:S:1:pos:R:3:lowdin_charge:R:1
C -0.32354 0.04968 0.33060 -0.45
C 3.76571 0.89771 -0.29765 -1.09
N -1.23695 0.75832 -0.20317 0.17
N -0.22109 -1.06202 0.85963 0.13
Br 4.91728 -0.48616 -0.06932 0.79
Br 2.06191 0.85961 0.29588 0.94
H 3.96249 1.57913 -1.10324 -0.01
H -1.11040 1.75012 -0.40879 0.14
H -2.13292 0.41653 -0.43014 0.12
H 0.79725 -1.37776 1.03775 0.13
H -0.68086 -1.94216 0.77982 0.13
```

---

Version b
Density functional theory data (the ωB97M-V functional and the def2-TZVPD basis) for a cluster of 2 separate species, C2H5Br2N2 in total.

As for the total charge: +1. For the LUMO energy (alpha / beta), the calculation gives -5.3 / -7.1 eV. As for the frontier orbital gap (alpha / beta): 9.6177 / 5.2967 eV.

Structure (XYZ):
```
11
Properties=species:S:1:pos:R:3:lowdin_charge:R:1
C 0.21003 -0.30713 0.57879 -0.12
C -0.81995 0.78065 -1.30668 -0.56
N -0.84464 -0.35618 1.35114 0.23
N 0.26434 0.35586 -0.58118 0.01
Br -0.52267 1.78873 -2.84586 0.83
Br 3.78099 -1.65242 0.67587 0.13
H 1.13979 -0.63044 1.01381 0.07
H -1.85224 0.67470 -1.00559 0.07
H -0.61065 -0.86448 2.12298 0.10
H -1.78749 -0.12392 1.16146 0.13
H 1.04247 0.33463 -1.16474 0.11
```

---

Version c
Density functional theory data (the ωB97M-V functional and the def2-TZVPD basis) for a cluster of 2 separate species, C2H5Br2N2 in total.

As for the total charge: +1. For the LUMO energy (alpha / beta), the calculation gives -5.5 / -7.3 eV. As for the frontier orbital gap (alpha / beta): 9.3609 / 5.1984 eV.

Structure (XYZ):
```
11
Properties=species:S:1:pos:R:3:lowdin_charge:R:1
C -0.64733 0.27017 0.45742 -0.19
C 1.73005 -0.31502 -0.18881 -0.57
N -0.92190 1.18636 -0.50187 0.18
N 0.55724 -0.40678 0.59244 0.00
Br 3.23382 -1.38924 0.01281 0.83
Br -3.20538 -1.48526 0.02274 0.17
H -1.16021 -0.00820 1.37187 0.11
H 1.82595 0.23829 -1.19352 0.09
H -1.76330 1.72245 -0.54828 0.12
H -0.42949 1.21367 -1.37668 0.12
H 0.78055 -1.02644 1.35190 0.14
```

---

It turns out version b is the most stable, with the second structure 0.489 eV higher.

---

Version a
Density functional theory data (the ωB97M-V functional and the def2-TZVPD basis) for a cluster of 2 separate species, C12H18Si in total.

As for the total charge: 0. For the LUMO energy, the calculation gives 0.7 eV. As for the frontier orbital gap: 9.2015 eV. Its SMILES is C=C1Cc2ccccc21.C[SiH](C)C.

Structure (XYZ):
```
31
Properties=species:S:1:pos:R:3:lowdin_charge:R:1
C -3.46273 0.86278 2.74286 -0.08
C -2.87237 1.36062 1.55108 -0.09
C -2.89553 -0.16048 3.45958 -0.04
C -1.86270 0.72945 0.91525 -0.02
C -1.77774 -0.70341 2.88550 -0.18
C -1.38828 -0.40196 1.56383 -0.10
C -0.69526 -1.70047 3.06954 -0.07
C -0.37381 -1.47757 1.59622 -0.22
C 0.37279 -2.14688 0.73094 0.07
C 1.00056 1.77560 -1.28292 -0.22
C 2.99007 -0.81166 -1.89645 -0.22
C 1.51515 0.52613 -4.23261 -0.24
Si 2.23753 0.82662 -2.46904 0.60
H -4.29986 1.60124 3.07312 0.13
H -3.40309 2.13853 1.06277 0.09
H -3.12393 -0.58142 4.44159 0.12
H -1.43009 1.00788 0.02579 0.06
H 0.13516 -1.42817 3.73522 0.13
H -1.08226 -2.64160 3.36984 0.10
H 3.10363 1.99805 -2.73893 -0.02
H 0.50941 -1.79620 -0.22184 0.01
H 1.11933 -2.91582 1.06403 0.09
H 1.43503 1.93257 -0.26170 0.04
H 0.87159 2.77304 -1.79468 0.03
H 0.00919 1.46536 -1.13777 -0.05
H 2.24700 -1.56948 -1.65566 0.01
H 3.42922 -1.26126 -2.69375 -0.03
H 3.71835 -0.82629 -1.02793 0.06
H 2.22476 -0.04856 -4.91300 0.05
H 0.62905 -0.04499 -4.42581 0.00
H 1.11981 1.51838 -4.53508 0.02
```

---

Version b
Density functional theory data (the ωB97M-V functional and the def2-TZVPD basis) for a cluster of 2 separate species, C12H18Si in total.

As for the total charge: 0. For the LUMO energy (alpha / beta), the calculation gives 0.0 / 0.0 eV. As for the frontier orbital gap (alpha / beta): 7.4616 / 7.4624 eV.

Structure (XYZ):
```
31
Properties=species:S:1:pos:R:3:lowdin_charge:R:1
C 1.99426 4.00538 -1.07759 -0.09
C 2.59244 2.86382 -1.70858 -0.07
C 0.87771 3.85044 -0.24149 -0.12
C 2.15472 1.57730 -1.34995 -0.12
C 0.51926 2.60393 0.17954 -0.14
C 1.20458 1.44010 -0.29368 -0.29
C 0.25883 -2.50262 1.75170 -0.05
C 0.00479 -1.19310 1.80466 -0.38
C -0.28015 -0.50678 3.15069 -0.09
C -2.24214 -0.16582 -1.03313 -0.09
C -0.82928 -2.32173 -1.26352 -0.14
C -0.76115 -0.76928 -1.16404 -0.49
Si 0.40273 -0.23238 0.14979 0.85
H 2.37151 5.01348 -1.23380 0.10
H 3.39555 2.97314 -2.54642 0.13
H 0.31278 4.82247 0.02524 0.13
H 2.42717 0.58172 -1.71495 0.06
H -0.28685 2.46009 0.89378 0.09
H 0.61952 -2.96543 0.80471 0.03
H 0.18404 -3.22802 2.49826 0.05
H 0.74297 -0.31852 3.41526 0.08
H -0.76640 -1.14260 3.74834 0.03
H -0.80858 0.44425 3.06728 0.07
H -2.34227 0.37782 -2.06231 0.10
H -2.99039 -0.95946 -0.89369 0.07
H -2.38818 0.66737 -0.36309 0.04
H 0.08938 -2.79054 -1.07208 0.00
H -1.34817 -2.64660 -2.17922 0.09
H -1.38233 -2.61221 -0.31814 0.08
H -0.28678 -0.36461 -2.06317 0.09
H 2.63145 -1.65347 -0.38133 -0.02
```

---

It turns out version a is the most stable, with the second structure 2.617 eV higher.

---

Version a
Density functional theory data (the ωB97M-V functional and the def2-TZVPD basis) for an isolated molecule of C4H8OS.

As for the total charge: 0. For the LUMO energy, the calculation gives 0.7 eV. As for the frontier orbital gap: 9.8331 eV. Its SMILES is C[C@@H]1[C@H](O)[C@@H]1S.

Structure (XYZ):
```
14
Properties=species:S:1:pos:R:3:lowdin_charge:R:1
C -0.98189 -1.00860 -0.68774 -0.09
C -0.59853 -0.24109 0.57136 -0.27
C -0.20682 1.22183 0.43007 -0.37
C 0.84862 0.25368 0.85026 -0.56
H -2.12623 -0.91477 -0.79590 0.10
H -0.73647 -2.11498 -0.61450 0.09
H -0.52256 -0.50662 -1.54795 0.06
H -1.18698 -0.55471 1.47779 0.14
H -0.61115 1.92068 1.10671 0.13
H 0.57008 1.24132 -1.33133 0.05
H 1.18449 0.21564 1.89875 0.10
H 2.26871 -1.33568 -0.24750 -0.11
O -0.08925 1.81211 -0.82702 -0.06
S 2.18796 0.01121 -0.28301 0.80
```

---

Version b
Density functional theory data (the ωB97M-V functional and the def2-TZVPD basis) for an isolated molecule of C4H8OS.

As for the total charge: 0. For the LUMO energy, the calculation gives 1.0 eV. As for the frontier orbital gap: 9.7387 eV. Its SMILES is COC[C@H]1CS1.

Structure (XYZ):
```
14
Properties=species:S:1:pos:R:3:lowdin_charge:R:1
C -0.91200 1.63593 0.86371 -0.13
C 0.76575 0.52259 -0.48628 -0.22
C 0.38320 -0.90406 -0.88222 -0.55
C 0.29906 -2.01973 0.12364 -0.43
H -0.64443 2.69359 0.80512 0.08
H -1.37184 1.50612 1.81443 0.08
H -1.65055 1.39213 0.08968 0.08
H 1.80362 0.59942 -0.46575 0.10
H 0.44906 1.19921 -1.27939 0.12
H 0.84650 -1.17636 -1.82861 0.11
H 0.70699 -2.97681 -0.24523 0.07
H 0.36361 -1.80938 1.21412 0.08
O 0.26732 0.86055 0.82776 -0.20
S -1.30630 -1.52318 -0.55097 0.80
```

---

It turns out version a is the most stable, with the second structure 0.050 eV higher.

---

Version a
Density functional theory data (the ωB97M-V functional and the def2-TZVPD basis) for a structure of composition C3H7N2O.

As for the total charge: +1. For the LUMO energy, the calculation gives -3.8 eV. As for the frontier orbital gap: 12.1065 eV.

Structure (XYZ):
```
13
Properties=species:S:1:pos:R:3:lowdin_charge:R:1
C -0.48640 -1.54212 -0.17534 -0.04
C -1.22406 -0.23043 -0.21451 -0.12
C 1.26925 -0.33861 0.34003 -0.33
N 0.73643 -1.53102 0.10039 0.17
N -0.17903 0.76476 -0.13196 0.11
O 2.30315 0.19061 -0.24789 0.09
H -0.98827 -2.42272 -0.35852 0.12
H -1.71761 0.03101 -1.11106 0.13
H -1.76359 -0.44839 0.70464 0.15
H 1.59238 -0.18381 1.33560 0.16
H 0.15426 1.02279 -1.12869 0.19
H -0.38954 1.61478 0.37550 0.16
H 2.61154 -0.20875 -1.14752 0.20
```

---

Version b
Density functional theory data (the ωB97M-V functional and the def2-TZVPD basis) for a cluster of 2 separate species, C3H7N2O in total.

As for the total charge: +1. For the LUMO energy, the calculation gives -3.5 eV. As for the frontier orbital gap: 10.1143 eV.

Structure (XYZ):
```
13
Properties=species:S:1:pos:R:3:lowdin_charge:R:1
C 0.32046 1.90486 -1.42290 0.00
C -0.38664 1.30542 -0.44750 -0.02
N -0.46319 -0.03042 -0.76678 0.12
C 0.18026 -0.26606 -1.90508 -0.04
N 0.66601 0.89173 -2.31482 0.12
H 0.71223 2.87863 -1.63526 0.14
H -0.87521 1.80235 0.37611 0.14
H -0.96047 -0.70526 -0.20655 0.19
H 0.24311 -1.22471 -2.38435 0.17
H 1.19875 0.97250 -3.17292 0.19
H -0.21458 -3.66634 5.14455 0.03
H 0.44981 -2.41303 4.59900 0.03
O -0.32465 -2.71001 5.10194 -0.07
```

---

Version c
Density functional theory data (the ωB97M-V functional and the def2-TZVPD basis) for a cluster of 2 separate species, C3H7N2O in total.

As for the total charge: +1. For the LUMO energy, the calculation gives -3.5 eV. As for the frontier orbital gap: 11.1505 eV.

Structure (XYZ):
```
13
Properties=species:S:1:pos:R:3:lowdin_charge:R:1
O 0.30637 -4.58503 1.34550 -0.10
H 0.63450 -4.90006 2.21805 0.06
H 0.81057 -5.11284 0.68561 0.05
C -1.82469 1.21518 0.16111 -0.03
C -2.12863 -0.04602 0.64738 -0.01
C 0.00000 0.00000 0.00000 -0.04
N -0.52915 1.17301 -0.24001 0.09
N -1.00751 -0.84695 0.41114 0.13
H -2.42731 2.12163 0.10355 0.15
H -3.00797 -0.42188 1.17042 0.14
H 1.02378 -0.34177 -0.15221 0.17
H -0.07560 2.01326 -0.64197 0.21
H -0.85329 -1.84393 0.64680 0.18
```

---

It turns out version c is the most stable, with the second structure 0.053 eV higher.